Below is the molecule C2H5NO2, with properties calculated with wB97M-V/def2-TZVPD.

Computed properties:
SMILES   CO[C@@H]1NO1
LUMO   0.847 eV
HOMO energy   -9.4 eV
Frontier orbital gap   10.3 eV
E   -7735.9064 eV
M   75.067 g mol⁻¹
Total charge   0
Relative energy (zero: lowest compared OMol25 entry of this formula, charge and spin)   4.8450 eV

Positions of all 10 atoms, in Å:
C: 1.366 -0.247 -0.142
O: 0.456 0.871 0.202
C: -0.896 0.799 -0.016
N: -1.824 -0.505 0.492
O: -1.545 -0.021 -0.882
H: 2.350 0.229 -0.539
H: 0.766 -0.845 -0.887
H: 1.774 -0.625 0.784
H: -1.265 1.707 0.383
H: -1.182 -1.363 0.605

How positive or negative is each atom? The Mulliken charges in e answer that:
1. C -0.584
2. O -0.343
3. C 0.223
4. N -0.442
5. O -0.302
6. H 0.207
7. H 0.375
8. H 0.204
9. H 0.406
10. H 0.256

=====

Below is a structure of composition C23H17F8IrN4O4S, with properties calculated with wB97M-V/def2-TZVPD.

Computed properties:
LUMO (alpha / beta)   -6.664 / -6.294 eV
⟨S²⟩   0.7754
HOMO energy (alpha / beta)   -9.4 / -9.2 eV
Frontier orbital gap (alpha / beta)   2.7 / 2.9 eV
E   -73679.1899 eV
M   789.681 g mol⁻¹
Total charge   +1
Relative energy (zero: lowest compared OMol25 entry of this formula, charge and spin)   5.3754 eV
2S+1   2

Positions of all 58 atoms, in Å:
Ir: -0.231 0.227 0.149
F: 5.473 3.525 0.290
C: 4.166 3.315 0.438
F: 3.527 4.350 -0.107
F: 3.919 3.364 1.768
C: 3.733 1.988 -0.133
C: 4.639 1.096 -0.686
C: 4.186 -0.152 -1.096
C: 2.836 -0.450 -0.978
N: 1.967 0.419 -0.495
C: 2.384 1.612 -0.049
S: 1.141 2.543 0.692
H: 5.681 1.365 -0.778
H: 4.868 -0.884 -1.495
H: 2.439 -1.415 -1.256
O: -5.584 -4.149 0.574
C: -5.040 -4.515 -0.429
O: -5.041 -5.310 -1.317
C: -3.762 -3.444 -0.624
C: -3.952 -2.310 -1.379
C: -2.948 -1.349 -1.334
N: -1.865 -1.502 -0.595
C: -1.683 -2.629 0.080
C: -2.616 -3.661 0.098
C: -0.395 -2.721 0.919
O: -0.313 -3.546 1.810
O: 0.482 -1.856 0.620
H: -4.832 -2.154 -1.978
H: -3.043 -0.436 -1.903
H: -2.415 -4.548 0.678
N: 0.561 0.228 5.454
C: 0.732 -1.040 4.687
C: 0.962 -0.712 3.214
N: -0.166 0.039 2.671
C: -0.348 1.280 3.415
C: -0.572 1.023 4.909
H: 1.421 0.786 5.370
H: 0.409 0.024 6.449
H: -0.178 -1.637 4.792
H: 1.573 -1.605 5.089
H: 1.080 -1.645 2.657
H: 1.874 -0.124 3.073
H: -1.017 -0.526 2.732
H: -1.207 1.820 3.021
H: 0.527 1.916 3.257
H: -1.496 0.459 5.054
H: -0.646 1.974 5.440
F: -3.109 0.573 2.100
C: -3.138 1.418 1.034
C: -2.045 1.439 0.182
C: -2.154 2.308 -0.898
F: -1.121 2.325 -1.768
C: -3.245 3.138 -1.114
F: -3.288 3.962 -2.157
C: -4.299 3.113 -0.202
F: -5.342 3.921 -0.357
C: -4.249 2.240 0.880
F: -5.243 2.209 1.769

How positive or negative is each atom? The Mulliken charges in e answer that:
1. Ir 2.076
2. F -0.283
3. C 0.572
4. F -0.209
5. F -0.217
6. C -0.071
7. C -0.219
8. C -0.864
9. C -0.301
10. N -0.504
11. C 0.760
12. S -0.248
13. H 0.539
14. H 0.437
15. H 0.566
16. O -0.593
17. C 0.218
18. O -0.570
19. C 0.444
20. C -0.451
21. C -0.625
22. N -0.337
23. C 0.620
24. C -0.282
25. C -0.187
26. O -0.645
27. O -0.810
28. H 0.480
29. H 0.488
30. H 0.534
31. N -0.032
32. C -0.906
33. C -0.541
34. N 0.108
35. C -0.751
36. C -0.997
37. H 0.397
38. H 0.367
39. H 0.373
40. H 0.436
41. H 0.186
42. H 0.448
43. H 0.386
44. H 0.201
45. H 0.492
46. H 0.407
47. H 0.439
48. F -0.407
49. C 0.772
50. C -1.231
51. C 0.822
52. F -0.339
53. C 0.173
54. F -0.277
55. C 0.657
56. F -0.269
57. C 0.041
58. F -0.272

=====

Below is a structure of composition CH3I3Si, with properties calculated with wB97M-V/def2-TZVPD.

Computed properties:
LUMO   -0.912 eV
HOMO energy   -9.2 eV
Frontier orbital gap   8.3 eV
E   -33263.6049 eV
M   423.833 g mol⁻¹
Total charge   0
Relative energy (zero: lowest compared OMol25 entry of this formula, charge and spin)   4.8569 eV

Positions of all 8 atoms, in Å:
C: 0.772 -0.013 -0.080
Si: -1.151 0.042 0.038
I: 1.611 -0.177 -2.095
I: 1.563 1.780 0.849
I: 1.579 -1.716 0.992
H: -1.307 -1.373 -0.347
H: -1.843 0.143 1.279
H: -1.224 1.313 -0.636

How positive or negative is each atom? The Mulliken charges in e answer that:
1. C -0.734
2. Si 0.529
3. I 0.173
4. I 0.150
5. I 0.152
6. H -0.075
7. H -0.115
8. H -0.079